Record 1
The following is a DFT calculation (the ωB97M-V functional and the def2-TZVPD basis) of a molecular structure, C31H40AgGe2IN4O2.

## Properties
* LUMO (alpha / beta): -2.76 / -4.40 eV
* net charge: +1
* E_HOMO (alpha / beta): -10.05 / -10.16 eV
* molecular weight: 880.7 g/mol
* energy above the lowest of the compared OMol25 structures with the same formula, charge and spin: 1.294 eV
* 2S+1: 2

The geometry in XYZ format:
```
81
C31H40AgGe2IN4O2 the ωB97M-V functional and the def2-TZVPD basis
Ag -0.106 0.447 0.447
C 2.959 -3.105 1.117
C 1.763 -3.538 0.325
N 1.600 -4.804 0.043
C 0.498 -5.205 -0.655
C -0.500 -4.356 -1.016
C -1.682 -4.873 -1.793
O -1.830 -4.216 -3.069
C -0.357 -2.963 -0.732
C -1.471 -2.123 -1.054
N -1.516 -0.831 -1.139
C -2.706 -0.281 -1.686
C -3.311 -0.873 -2.807
C -4.417 -0.306 -3.420
C -4.947 0.886 -2.946
C -4.359 1.504 -1.856
C -3.252 0.928 -1.247
I -2.461 1.981 0.395
C 0.834 -2.514 -0.117
O 1.160 -1.285 0.095
H 3.558 -3.975 1.369
H 2.644 -2.597 2.033
H 3.560 -2.381 0.564
H 0.446 -6.263 -0.898
H -2.621 -4.707 -1.267
H -1.579 -5.949 -1.923
H -1.158 -4.573 -3.659
H -2.400 -2.655 -1.257
H -2.890 -1.798 -3.193
H -4.860 -0.796 -4.279
H -5.809 1.338 -3.422
H -4.765 2.432 -1.474
C 2.432 3.458 -2.694
Ge 3.602 2.401 -1.496
C 5.139 3.536 -1.090
C 4.373 0.855 -2.443
Ge 2.220 1.708 0.439
C 3.379 0.692 1.631
C 4.632 0.236 1.220
C 5.465 -0.440 2.104
C 5.042 -0.684 3.405
C 3.791 -0.245 3.825
C 2.966 0.437 2.943
C 1.753 3.360 1.416
C 2.637 4.441 1.415
C 2.331 5.610 2.101
C 1.133 5.720 2.797
C 0.249 4.650 2.821
C 0.558 3.483 2.131
H 2.696 3.323 -3.748
H 2.572 4.514 -2.446
H 1.366 3.261 -2.559
H 5.751 3.567 -1.997
H 5.737 3.131 -0.273
H 4.829 4.551 -0.839
H 4.411 1.037 -3.520
H 3.856 -0.086 -2.244
H 5.404 0.737 -2.096
H 4.970 0.406 0.201
H 6.440 -0.780 1.778
H 5.687 -1.219 4.092
H 3.464 -0.431 4.841
H 1.998 0.791 3.285
H 3.589 4.365 0.897
H 3.033 6.436 2.099
H 0.894 6.635 3.324
H -0.677 4.723 3.380
H -0.133 2.649 2.177
N 0.374 -0.178 -5.597
C 1.357 -0.658 -4.618
C 0.736 -0.623 -3.217
N 0.021 0.691 -3.017
H 0.810 0.162 -6.443
H -0.274 0.944 -3.968
H -0.278 -0.908 -5.860
H 2.213 0.011 -4.641
H 1.713 -1.666 -4.826
H 1.475 -0.739 -2.429
H -0.008 -1.410 -3.104
H -0.766 0.553 -2.385
H 0.634 1.404 -2.633
```



Record 2
The following is a DFT calculation (the ωB97M-V functional and the def2-TZVPD basis) of 2 unconnected molecules or ions with the total composition C3H8N4.

## Properties
* LUMO: 0.98 eV
* net charge: 0
* E_HOMO: -9.02 eV
* molecular weight: 100.1 g/mol
* energy above the lowest of the compared OMol25 structures with the same formula, charge and spin: 3.796 eV

The geometry in XYZ format:
```
15
C3H8N4 the ωB97M-V functional and the def2-TZVPD basis
C 0.425 1.516 0.874
C 1.427 0.578 -1.004
C -1.749 -1.618 0.341
N -3.479 1.327 -0.207
N -2.798 0.429 -0.182
N 0.584 0.509 0.150
N -1.964 -0.393 -0.354
H -0.232 1.436 1.728
H 0.897 2.489 0.708
H 2.139 -0.245 -0.965
H 0.804 0.433 -1.888
H 1.968 1.528 -1.096
H -1.780 -1.486 1.427
H -2.494 -2.368 0.054
H -0.759 -1.962 0.056
```